# 1
DFT (wB97M-V/def2-TZVPD) results for a 15-piece molecular cluster, C55H138BrN9O5 overall.

The geometry in XYZ format:
```
208
C55H138BrN9O5, DFT wB97M-V/def2-TZVPD
C -11.424 -9.395 2.920
C -11.395 -9.306 1.428
C -9.969 -8.934 0.899
O -10.066 -9.012 -0.518
C -8.873 -8.527 -1.241
N -11.831 -10.564 0.774
H -12.629 -10.950 1.325
H -12.077 -10.392 -0.196
H -11.137 -11.268 0.880
H -10.754 -10.156 3.296
H -12.440 -9.608 3.346
H -11.092 -8.474 3.399
H -11.994 -8.494 1.020
H -9.265 -9.669 1.315
H -9.692 -7.972 1.366
H -8.454 -7.575 -0.880
H -9.340 -8.208 -2.208
H -8.164 -9.354 -1.268
C 2.444 -1.808 12.421
C 1.357 -0.881 12.905
C 0.717 -0.026 11.872
O -0.185 -0.854 11.190
C -1.062 -0.085 10.353
N 0.202 -1.703 13.420
H -0.167 -2.228 12.641
H 0.444 -2.430 14.070
H -0.563 -1.096 13.722
H 3.337 -1.219 12.147
H 2.093 -2.452 11.611
H 2.672 -2.447 13.279
H 1.838 -0.351 13.770
H 1.523 0.373 11.192
H 0.164 0.818 12.342
H -0.583 0.675 9.706
H -1.769 0.439 10.937
H -1.578 -0.837 9.740
C -1.533 -9.686 -6.020
C -0.476 -9.480 -5.105
C 0.920 -9.331 -5.635
N 2.075 -9.622 -4.687
C 2.566 -11.081 -5.055
C 1.761 -9.552 -3.120
C 2.971 -9.142 -2.491
C 3.818 -8.610 -3.530
C 3.217 -8.712 -4.884
H -1.710 -10.846 -6.252
H -2.137 -8.738 -6.110
H -1.015 -14.402 -11.506
H -0.454 -14.691 -3.664
H -0.804 -9.471 -4.011
H 1.039 -8.197 -5.685
H 1.118 -9.786 -6.637
H 1.731 -11.754 -5.065
H 3.341 -11.381 -4.340
H 3.014 -11.055 -6.049
H 1.416 -10.512 -2.782
H 0.837 -8.919 -3.047
H 3.609 -9.551 -0.946
H 3.312 0.088 3.648
H 4.914 -8.539 -3.537
H 4.352 -7.563 -3.131
H 3.900 -9.223 -5.455
H 3.014 -7.801 -5.392
C 6.362 1.770 -2.846
C 7.490 0.743 -2.935
C 8.064 0.608 -4.314
N 9.499 -0.027 -4.398
C 10.447 0.815 -3.602
C 9.494 -1.472 -3.971
C 10.752 -2.064 -4.588
C 10.988 -1.208 -5.875
C 9.985 -0.094 -5.808
H 6.875 2.722 -2.920
H 5.864 1.843 -1.912
H 5.691 1.706 -3.716
H 7.121 -0.268 -2.618
H 8.257 1.056 -2.250
H 8.215 1.596 -4.754
H 7.400 0.044 -4.978
H 10.020 1.819 -3.598
H 11.437 0.801 -4.091
H 10.546 0.377 -2.626
H 9.555 -1.580 -2.886
H 8.587 -1.909 -4.337
H 11.557 -1.986 -3.843
H 10.662 -3.127 -4.758
H 11.964 -0.744 -5.786
H 10.961 -1.686 -6.839
H 10.416 0.886 -5.964
H 9.098 -0.216 -6.441
C 10.908 5.500 5.164
C 9.794 4.653 4.418
C 8.454 5.028 5.010
N 7.345 4.054 4.852
C 7.211 3.684 3.446
C 6.064 4.722 5.358
C 5.033 3.558 5.424
C 5.968 2.369 5.650
C 7.356 2.912 5.783
H 11.799 5.395 4.567
H 11.021 5.049 6.211
H 10.651 6.619 5.132
H 10.073 3.616 4.572
H 9.927 4.888 3.319
H 8.090 5.970 4.573
H 8.540 5.156 6.086
H 7.215 4.643 2.920
H 6.272 3.164 3.365
H 7.956 2.947 3.156
H 5.895 5.600 4.767
H 6.281 5.115 6.333
H 4.508 3.463 4.482
H 4.259 3.606 6.201
H 5.994 1.578 4.877
H 5.724 1.807 6.559
H 8.187 2.236 5.577
H 7.565 3.327 6.771
C -11.121 7.920 4.341
C -10.780 6.513 4.043
C -11.312 5.416 4.681
N -10.373 4.149 5.359
C -9.834 5.118 6.594
C -9.373 3.651 4.377
C -8.635 2.392 4.613
C -11.425 1.752 5.373
C -11.133 3.050 6.020
H -10.969 8.363 3.294
H -8.351 8.949 3.602
H -11.432 8.500 5.138
H -10.888 6.247 2.969
H -16.117 8.975 1.845
H -11.760 4.735 3.892
H -11.944 5.634 5.505
H -10.709 5.225 7.253
H -9.520 6.061 6.115
H -9.086 4.642 7.256
H -8.466 4.281 4.399
H -9.835 3.840 3.380
H -8.396 1.928 5.611
H -8.142 2.083 3.658
H -11.710 1.140 6.202
H -11.576 1.485 4.311
H -10.447 2.739 6.837
H -12.009 3.472 6.577
C 1.377 8.558 -0.366
N 0.032 9.219 -0.273
C 0.061 10.350 0.806
C -0.378 9.849 -1.579
C -1.059 8.260 0.237
C -1.400 7.171 -0.757
O -2.096 6.057 -0.206
H 1.554 7.965 0.558
H 2.140 9.309 -0.478
H 1.422 7.981 -1.246
H -0.910 10.824 0.889
H 0.786 11.081 0.489
H 0.300 9.846 1.692
H -0.406 9.056 -2.318
H 0.290 10.620 -1.941
H -1.335 10.292 -1.324
H -1.925 8.963 0.431
H -0.777 7.847 1.183
H -0.468 6.732 -1.142
H -1.890 7.532 -1.628
H -3.046 6.245 -0.254
C -1.474 -0.673 -1.368
N -2.475 0.121 -0.421
C -3.644 0.857 -1.295
C -2.953 -0.874 0.611
C -1.911 1.232 0.492
C -1.004 2.227 -0.181
O 0.555 2.238 0.506
H -0.524 -0.797 -0.929
H -1.415 -0.085 -2.299
H -1.995 -1.587 -1.679
H -4.083 0.106 -1.905
H -3.096 1.502 -1.977
H -4.247 1.470 -0.642
H -2.084 -1.162 1.253
H -3.354 -1.800 0.224
H -3.794 -0.460 1.191
H -1.409 0.850 1.389
H -2.743 1.778 0.967
H -1.177 3.290 0.034
H -0.886 1.879 -1.207
H 1.037 1.476 0.056
C -0.534 1.440 -12.022
N 0.344 0.279 -12.580
C -0.410 -0.934 -12.334
C 0.593 0.541 -14.083
C 1.754 0.226 -11.893
C 1.815 0.033 -10.365
O 1.317 -1.212 -9.892
H -0.823 1.227 -10.977
H -1.420 1.576 -12.643
H 0.035 2.424 -12.050
H -1.462 -0.677 -12.638
H -0.401 -1.167 -11.302
H 0.007 -1.753 -12.883
H 1.179 -0.286 -14.500
H 1.137 1.493 -14.189
H -0.387 0.570 -14.582
H 2.314 1.039 -12.250
H 2.215 -0.583 -12.426
H 1.320 0.842 -9.831
H 2.871 0.159 -10.072
H 1.993 -1.970 -9.945
Br 1.810 3.592 0.219
```

Its total charge is +8.

Atomic partial charges in e from the Löwdin method, atoms 1 to 2:
1 C -0.040
2 C -0.337

# 2
DFT (wB97M-V/def2-TZVPD) results for C55H33F9N12OSSeTl as an isolated structure.

The geometry in XYZ format:
```
113
C55H33F9N12OSSeTl, DFT wB97M-V/def2-TZVPD
Tl 0.511 -0.593 -1.351
N 2.018 -3.788 2.961
C 2.292 -3.547 1.665
N 2.376 -2.386 1.120
C 2.170 -1.270 1.908
N 2.291 -0.080 1.427
N 2.506 -0.031 0.046
C 3.622 0.444 -0.333
C 3.982 0.621 -1.745
C 5.154 1.299 -2.063
C 5.456 1.511 -3.402
C 4.582 1.023 -4.358
C 3.441 0.345 -3.943
N 3.139 0.145 -2.669
C 1.824 -1.439 3.323
C 1.539 -0.362 4.166
C 1.231 -0.581 5.492
C 1.205 -1.882 5.998
C 1.463 -2.962 5.179
C 1.766 -2.735 3.838
H 2.010 -4.736 3.298
H 2.443 -4.428 1.045
H 4.351 0.750 0.417
H 5.810 1.658 -1.282
H 6.353 2.046 -3.681
H 4.774 1.154 -5.414
H 2.738 -0.056 -4.676
H 1.572 0.636 3.753
H 1.017 0.254 6.145
H 0.983 -2.049 7.044
H 1.439 -3.972 5.567
S -3.438 0.127 -4.300
C -3.884 -1.428 -3.689
C -5.001 -2.199 -3.994
C -5.145 -3.412 -3.352
C -4.204 -3.844 -2.410
C -3.093 -3.080 -2.114
C -2.918 -1.861 -2.772
N -1.845 -1.000 -2.620
C -2.003 0.077 -3.325
C -1.061 1.212 -3.298
C -1.281 2.320 -4.119
C -0.426 3.407 -4.084
C 0.666 3.391 -3.227
C 0.890 2.290 -2.415
C 0.034 1.198 -2.437
H -5.735 -1.861 -4.713
H -6.002 -4.034 -3.573
H -4.346 -4.796 -1.915
H -2.364 -3.411 -1.386
H -2.128 2.336 -4.793
H -0.609 4.258 -4.726
H 1.351 4.232 -3.207
H 1.757 2.277 -1.765
C -4.882 0.342 5.526
C -3.395 0.174 5.800
N -2.762 -0.835 4.942
C -2.396 -2.099 5.564
C -3.590 -3.003 5.848
C -2.514 -0.464 3.664
O -2.727 0.675 3.268
C -1.960 -1.453 2.667
C -2.248 -2.808 2.577
C -1.689 -3.543 1.539
C -0.880 -2.904 0.623
N -0.633 -1.589 0.672
C -1.167 -0.891 1.670
H -5.309 1.070 6.217
H -5.417 -0.600 5.653
H -5.042 0.702 4.511
H -3.227 -0.138 6.832
H -2.880 1.122 5.648
H -1.888 -1.865 6.504
H -1.651 -2.600 4.947
H -4.238 -2.567 6.608
H -3.254 -3.974 6.215
H -4.195 -3.159 4.954
H -2.908 -3.293 3.282
H -1.886 -4.601 1.431
H -0.398 -3.454 -0.185
H -0.971 0.169 1.696
F 0.062 7.070 -0.272
C 1.186 6.378 -0.329
C 2.289 6.947 -0.842
F 2.228 8.190 -1.285
C 3.543 6.235 -0.976
C 3.562 4.941 -0.328
C 2.460 4.370 0.173
F 2.565 3.201 0.792
C 1.157 4.998 0.102
C 0.005 4.325 0.375
C -0.018 2.912 0.570
N -0.050 1.766 0.610
C -1.294 4.917 0.366
N -2.365 5.332 0.392
F 4.723 4.318 -0.190
C 4.607 6.722 -1.673
C 5.794 5.960 -1.900
N 6.732 5.345 -2.148
C 4.631 8.004 -2.303
N 4.713 9.010 -2.850
F -2.465 -3.812 -6.386
C -1.569 -3.620 -5.429
C -1.454 -4.529 -4.387
F -2.259 -5.587 -4.330
C -0.548 -4.287 -3.368
F -0.534 -5.120 -2.317
C 0.273 -3.172 -3.361
Se 1.468 -2.889 -1.903
C 0.145 -2.289 -4.420
F 0.897 -1.163 -4.444
C -0.765 -2.487 -5.440
F -0.886 -1.588 -6.414
```

Its energy above the lowest of the compared OMol25 structures with the same formula, charge and spin is 0.00 kcal/mol. Its total charge is +1.

Atomic partial charges in e from the Löwdin method, atoms 1 to 2:
1 Tl 0.833
2 N 0.128

# 3
DFT (wB97M-V/def2-TZVPD) results for C55H38N8O6S6Sn as an isolated structure.

The geometry in XYZ format:
```
114
C55H38N8O6S6Sn, DFT wB97M-V/def2-TZVPD
Sn 1.050 0.083 -1.566
S 6.694 2.061 -0.811
C 8.345 2.438 -0.600
C 8.660 2.600 0.715
C 7.536 2.420 1.563
C 6.389 2.120 0.882
C 5.039 1.900 1.423
C 3.953 1.587 0.575
N 2.714 1.475 0.971
C 2.433 1.650 2.273
C 3.443 1.848 3.225
C 3.114 1.922 4.625
C 1.832 1.844 5.033
C 0.761 1.747 4.075
C -0.586 1.785 4.466
C -1.582 1.838 3.520
C -1.168 1.810 2.171
N 0.075 1.728 1.773
C 1.047 1.677 2.705
C -2.999 1.981 3.887
C -3.517 2.085 5.151
C -4.926 2.232 5.169
C -5.449 2.263 3.910
S -4.254 2.067 2.717
C 4.760 1.993 2.767
H 8.995 2.507 -1.456
H 9.653 2.838 1.068
H 7.581 2.505 2.640
H 4.131 1.356 -0.474
H 3.918 2.058 5.339
H 1.579 1.915 6.085
H -0.818 1.827 5.524
H -1.913 1.889 1.385
H -2.911 2.065 6.045
H -5.517 2.317 6.070
H -6.483 2.366 3.623
H 5.544 2.197 3.489
C 1.316 -5.228 -6.058
C 1.906 -4.557 -4.845
C 1.086 -4.134 -3.802
C 1.614 -3.473 -2.708
C 2.978 -3.219 -2.642
C 3.813 -3.657 -3.659
C 3.273 -4.320 -4.754
S 3.621 -2.255 -1.287
O 5.032 -2.598 -1.239
O 2.797 -2.575 -0.144
N 3.372 -0.747 -1.661
C 4.127 -0.239 -2.797
C 3.271 0.621 -3.726
O 3.821 1.161 -4.685
O 2.030 0.755 -3.423
H 0.407 -5.773 -5.802
H 2.023 -5.928 -6.507
H 1.051 -4.488 -6.817
H 0.017 -4.312 -3.851
H 0.976 -3.166 -1.889
H 4.878 -3.485 -3.577
H 3.926 -4.656 -5.553
H 4.598 -1.013 -3.409
H 4.944 0.411 -2.464
O -3.154 7.504 -0.882
N -3.409 6.315 -0.834
O -4.516 5.878 -0.589
C -2.305 5.353 -1.097
C -1.123 5.922 -1.402
C 0.034 5.131 -1.668
C 1.285 5.705 -1.959
C 2.345 4.880 -2.213
C 2.138 3.489 -2.160
N 0.983 2.937 -1.870
C -0.069 3.739 -1.642
C -1.362 3.124 -1.367
N -1.405 1.785 -1.457
C -2.532 1.160 -1.214
C -3.692 1.844 -0.823
C -3.677 3.211 -0.751
C -2.489 3.913 -1.056
H -1.053 7.000 -1.443
H 1.385 6.784 -1.980
H 3.327 5.267 -2.448
H 2.950 2.807 -2.387
H -2.523 0.081 -1.337
H -4.588 1.289 -0.581
H -4.567 3.746 -0.474
S -6.996 -5.265 1.043
C -5.818 -4.157 1.510
S -5.396 -2.799 0.537
C -4.140 -2.295 1.665
N -4.073 -3.100 2.690
N -5.019 -4.124 2.595
C -4.948 -5.076 3.652
C -3.731 -5.235 4.314
C -3.622 -6.148 5.348
C -4.717 -6.906 5.743
C -5.928 -6.728 5.094
C -6.053 -5.815 4.055
S -3.228 -0.895 1.373
H -2.888 -4.636 4.002
H -2.665 -6.274 5.840
H -4.626 -7.623 6.550
H -6.794 -7.307 5.389
H -6.999 -5.678 3.558
C -2.557 -1.730 -4.667
C -2.417 -2.194 -3.365
C -1.361 -1.739 -2.581
C -0.415 -0.822 -3.054
C -0.580 -0.376 -4.370
C -1.631 -0.821 -5.167
H -3.378 -2.075 -5.286
H -3.129 -2.905 -2.960
H -1.284 -2.118 -1.561
H 0.140 0.322 -4.782
H -1.729 -0.460 -6.186
```

Its energy above the lowest of the compared OMol25 structures with the same formula, charge and spin is 19.22 kcal/mol. Its total charge is -2.

Atomic partial charges in e from the Löwdin method, atoms 1 to 2:
1 Sn 1.257
2 S 1.082

no.,lowest unoccupied orbital energy (hartree),highest occupied orbital energy (Ha)
1,-0.4939,-0.5208
2,-0.1942,-0.3867
3,0.0927,-0.0834